74
Properties=species:S:1:pos:R:3:forces:R:3 method="wB97M-V/def2-TZVPD" s2=6.0250 de_lowest_ev=0.000 spin_multiplicity=5 lumo_ha="-0.439 / -0.512" charge=+4
H -1.72047 5.01282 1.78106 -0.010 -0.007 0.036
C -2.05300 -3.88167 1.38709 0.004 0.009 -0.001
H 1.80237 -3.67015 -1.28274 -0.029 -0.003 0.064
N 0.69885 2.29245 -1.27455 -0.054 -0.035 0.177
H -4.77794 -0.62964 2.63730 -0.015 0.019 0.022
C -0.39724 -2.59485 -0.27380 -0.057 -0.038 -0.060
C 5.62553 -4.50682 -2.24337 0.671 -1.197 0.306
H 1.36426 5.19982 -2.81878 0.018 0.020 0.027
N -1.20146 -1.84190 0.50070 -0.014 -0.115 0.017
C 1.69707 0.73713 4.95236 0.034 -0.129 -0.119
C 0.55028 0.72415 2.83556 0.088 -0.355 0.093
C 1.17192 -0.47972 2.51524 0.013 -0.022 -0.107
H -3.06191 -0.28479 2.93841 0.012 0.047 0.012
H 0.31013 2.22781 4.38330 -0.006 0.011 0.008
H 3.91233 -4.32185 -1.01156 0.039 -0.087 0.047
H -5.46696 -1.54969 0.38623 -0.027 -0.001 -0.025
H 6.71722 -2.47456 -4.59563 -0.022 -0.052 0.026
N 0.52441 -0.54594 -1.13709 0.325 -0.150 0.038
C -2.00236 -2.49755 1.35586 0.086 0.001 0.074
C -4.85409 1.45819 0.13096 0.072 -0.019 -0.032
P -3.74422 0.10045 0.57879 0.054 -0.112 -0.085
H -4.87185 -1.03659 -1.20094 0.010 0.013 -0.011
H 2.75452 1.47566 -3.80170 -0.032 -0.016 -0.030
C -2.50595 2.76056 -1.19102 0.024 0.034 -0.122
H 3.54243 0.01921 -2.50080 -0.036 0.071 0.018
C -2.93936 4.07573 -1.22929 0.024 -0.001 0.011
C -1.97244 4.39010 0.93296 -0.016 -0.041 -0.077
C -2.70177 4.89907 -0.13826 0.060 -0.085 -0.011
H -4.92728 1.59836 -0.94623 0.003 -0.022 0.018
H -3.05269 5.92266 -0.12918 -0.010 0.016 0.005
H -3.46850 4.43515 -2.10107 -0.001 0.002 -0.021
C 4.10250 -2.65632 -2.41165 0.166 -0.102 -0.067
C -4.56961 -1.32336 -0.19301 0.102 0.016 0.024
C 0.80946 1.32037 4.07161 -0.093 0.096 0.054
C 2.86424 -1.93826 -1.98171 -0.224 0.114 0.070
H -2.68346 2.09313 -2.02623 -0.034 -0.009 0.038
N 2.12470 3.37587 -3.40047 0.073 0.127 -0.144
C 1.55608 0.09810 -1.73645 -0.174 -0.008 -0.144
N -1.37770 -4.61505 0.51284 -0.080 -0.113 0.066
N 6.32480 -3.94482 -3.19543 -1.408 0.807 0.504
H -0.01697 -4.59091 -1.01499 -0.008 -0.010 -0.005
C -0.55937 -3.98238 -0.30271 0.148 0.194 -0.019
H -2.60358 -1.91908 2.03450 -0.028 -0.003 -0.014
Br 3.53501 -1.23528 5.79581 0.083 -0.064 0.079
H 4.66820 -1.22584 -3.96283 0.067 0.042 -0.061
H 0.96299 -0.94126 1.55701 0.075 0.016 0.056
C -3.94846 0.03795 2.39608 0.045 -0.020 -0.068
H -2.67810 -4.39975 2.10398 -0.008 0.015 0.022
H -0.35995 3.18035 2.71377 0.053 -0.017 0.043
C 2.33577 -0.45629 4.60934 -0.092 0.078 -0.080
H -4.58290 2.39169 0.62191 0.008 -0.015 -0.008
C 4.91337 -2.13005 -3.42800 -0.457 -0.365 0.506
H -5.83711 1.14905 0.49838 -0.010 0.030 0.004
C 1.46831 1.53723 -2.04767 0.119 0.027 -0.109
C 2.72175 -0.56961 -2.11977 0.176 -0.036 -0.019
C 2.16946 2.08613 -3.12511 -0.075 -0.226 0.111
C 6.05067 -2.82284 -3.80790 1.044 0.201 -0.930
C 4.47257 -3.87131 -1.81573 -0.136 0.706 -0.317
C -0.69694 2.50879 1.93134 0.103 -0.121 0.115
C -1.54419 3.07328 0.89393 -0.034 0.044 -0.017
H 1.89615 1.19584 5.90995 -0.012 0.025 0.028
N -1.84548 2.25273 -0.14119 0.015 0.299 -0.095
Os -1.33178 0.24512 0.04080 -0.123 0.179 0.456
H 0.07939 4.22959 -0.91092 -0.077 0.020 0.056
H 5.97150 -5.44864 -1.82052 0.026 0.057 -0.026
C 0.66555 -1.88692 -0.99967 0.009 -0.091 -0.015
C 2.06711 -1.06803 3.38627 0.008 0.075 0.113
H -4.20646 1.03802 2.74518 0.005 0.019 -0.012
C 1.39155 4.13774 -2.60846 -0.074 0.006 0.094
C 1.78131 -2.59901 -1.40992 -0.013 -0.060 -0.134
N -0.32214 1.28259 1.87010 -0.394 0.224 -0.426
H 2.56457 -1.99400 3.13755 -0.008 -0.035 -0.024
H -3.95493 -2.21564 -0.26121 0.005 -0.013 0.038
C 0.67029 3.58751 -1.54862 0.023 0.135 -0.039


77
Properties=species:S:1:pos:R:3:forces:R:3 method="wB97M-V/def2-TZVPD" de_lowest_ev=2.130 lumo_ha=-0.208 charge=+1
H -2.36412 -5.90883 -2.39082 0.002 0.020 -0.004
H -2.89579 -4.48239 -4.34727 0.014 -0.001 0.022
N 1.84968 0.67762 -0.73212 0.161 -0.118 -0.292
C -4.20990 0.03020 -1.46002 -0.011 -0.009 0.040
C 2.96747 2.87366 -0.05886 0.236 -0.079 0.148
H -1.12239 -0.05352 5.85337 0.033 -0.009 0.016
C 2.03035 -0.39906 2.98064 -0.001 0.120 0.247
C -1.99530 -4.89245 -2.43776 -0.028 -0.014 -0.049
N 0.80927 1.66126 3.54995 -0.049 -0.009 0.019
C 1.82714 4.26948 -1.72424 -0.038 -0.161 -0.188
C 1.49975 9.13390 -1.14896 0.000 0.086 0.051
O 0.66664 4.94536 2.04783 -0.081 -0.087 -0.266
C 0.95733 -0.10224 5.98458 0.017 0.020 -0.015
H 0.28072 4.54404 1.21236 -0.124 0.060 0.192
H 1.23776 1.89204 4.43208 0.029 -0.050 0.010
C -2.29675 -4.09368 -3.53454 -0.012 -0.028 0.002
C -2.83619 -0.09205 -1.35724 -0.047 -0.005 0.032
S 2.57301 -1.10460 1.63704 -0.037 -0.121 -0.192
N 1.67424 10.15763 -0.65768 -0.011 -0.085 -0.053
C -2.37856 -1.38904 2.06709 0.071 0.245 0.045
O -0.66551 1.57746 -0.61062 -0.023 0.385 -0.054
O 1.24348 4.28220 4.09512 -0.046 0.047 0.023
C -3.00953 -0.81080 0.83857 0.041 -0.063 -0.079
C -0.32755 -0.56300 3.85107 0.086 0.111 -0.130
H -4.96963 -0.94983 1.66895 0.016 0.001 0.003
H 3.83263 -0.67818 4.10898 0.006 0.019 -0.037
C 2.57132 6.53214 -0.28804 0.024 0.038 -0.010
C -2.01297 0.25237 -2.56832 0.069 -0.085 -0.016
C -1.04596 -2.30100 -2.54819 -0.006 -0.017 -0.073
C 0.33898 8.08261 -2.95330 -0.103 -0.023 -0.027
S -2.05088 -0.14728 3.37292 -0.007 -0.089 -0.034
H 0.12751 -2.40272 2.72102 -0.002 -0.013 -0.031
S -0.43373 -0.63091 -2.61083 -0.137 0.121 -0.083
F 0.64787 5.51987 -3.23742 -0.016 0.002 0.034
C 1.39402 5.46192 -2.15178 0.047 -0.028 -0.037
N 4.25190 2.29662 2.10515 -0.107 0.047 -0.123
C -1.81124 -2.79817 -3.59561 0.014 0.014 -0.002
C 3.71018 2.62480 1.14471 0.087 -0.017 0.118
F 2.92762 7.60683 0.38549 -0.027 -0.055 -0.028
Ti -0.02207 -0.19741 -0.08167 0.599 -0.964 0.404
C 0.83302 4.03934 2.99470 0.128 -0.134 0.052
F 1.49020 3.16351 -2.39410 0.084 0.298 0.085
H -0.95489 -5.02888 -0.56236 -0.020 -0.008 -0.027
C -0.73016 -3.09562 -1.45066 0.018 -0.054 0.034
H -2.01948 -2.17775 -4.45974 0.011 -0.014 0.027
C 0.67132 0.31643 2.99322 -0.040 0.011 0.015
C 2.78138 -0.44978 4.22741 -0.016 0.001 -0.043
H -1.44702 -1.86718 1.79106 -0.013 -0.072 -0.013
H -6.07743 -0.14144 -0.41176 0.005 0.000 -0.009
H -2.57161 0.03112 -3.47444 -0.012 -0.016 -0.016
C 1.70536 6.69723 -1.44766 0.045 -0.096 0.032
H 0.84840 -2.31982 4.31679 -0.013 -0.007 -0.027
C 3.00945 5.33227 0.12474 0.034 0.082 -0.027
S 0.33942 -2.49795 -0.17134 -0.165 -0.077 -0.130
C -0.04445 -2.07147 3.74369 0.005 -0.033 0.079
O -0.34682 3.72374 -0.06591 0.010 -0.029 0.061
H -0.87914 -2.62771 4.16922 0.004 0.010 -0.010
H -4.64549 0.34382 -2.39857 0.004 -0.005 0.001
C -0.31695 2.52413 0.21623 -0.033 0.240 0.148
C 0.55712 2.60689 2.63097 0.046 -0.034 -0.032
H 0.89035 0.11733 7.04323 0.017 -0.014 -0.009
H -3.04275 -2.14275 2.48484 0.007 -0.036 -0.024
C 2.40889 1.66436 -0.56092 -0.084 0.255 0.132
C 0.15302 2.00750 1.48731 -0.273 -0.054 -0.089
H 3.06209 -0.38812 6.26284 -0.003 0.006 -0.008
C -0.19315 -0.19763 5.31344 -0.021 0.023 -0.051
N -2.23114 -0.49406 -0.21901 -0.299 0.057 0.040
N 0.20300 0.59459 1.62114 -0.167 0.305 0.257
H -1.75652 1.30945 -2.56353 -0.005 0.034 -0.038
C 2.63215 4.10706 -0.53960 0.018 0.091 -0.098
C -5.00180 -0.24442 -0.36022 -0.005 0.008 -0.004
C -4.38961 -0.68279 0.79608 0.002 0.002 -0.011
N -0.38662 8.28545 -3.82034 0.082 0.012 0.046
C 1.21423 7.90380 -1.82978 0.017 0.041 -0.033
C -1.20949 -4.40320 -1.40859 0.065 0.051 0.083
F 3.78419 5.25583 1.19422 -0.027 -0.053 -0.021
C 2.31431 -0.30464 5.48193 -0.044 0.001 0.046


10
Properties=species:S:1:pos:R:3:forces:R:3 method="wB97M-V/def2-TZVPD" de_lowest_ev=4.508 lumo_ha="-0.084 / -0.050"
C -1.62798 0.34191 -0.29934 -1.053 0.457 -0.204
Cl 2.81323 -1.82476 -0.21765 0.611 -0.270 0.580
O 0.54951 0.84356 1.34664 -0.562 0.510 0.375
Cl -0.95819 0.79252 -1.84358 0.553 0.073 -0.470
Cl 2.72240 0.95795 -0.27929 1.783 2.193 1.065
S -0.23566 -0.25806 0.85829 -1.753 -2.123 0.818
O -0.84106 -1.25280 1.79919 0.839 1.837 -1.595
H -2.39637 -0.40800 -0.49744 0.695 -0.629 0.468
N 2.20968 -0.40385 -0.85600 -1.928 -1.942 -1.947
H -2.23556 1.21153 -0.01083 0.816 -0.105 0.910


no.,calculated total energy (Ha)
1,-4718.11457
2,-4947.70693
3,-2023.10527